Entry 1:
{"formula": "C31H37O2PTi", "method": "wB97M-V/def2-TZVPD", "e_tot_ha": -2544.27270, "total_charge": 2, "lumo_ev": [-6.2, -6.3], "de_lowest_kcal_mol": 21.2, "s_squared": 2.01, "homo_lumo_gap_ev": [8.054, 7.933], "multiplicity": 3, "largest_force_ev_per_a": 0.55, "symbols": ["Ti", "C", "C", "C", "C", "C", "C", "C", "C", "C", "H", "H", "H", "H", "H", "H", "H", "H", "H", "H", "H", "H", "C", "O", "C", "C", "O", "C", "H", "H", "H", "H", "H", "H", "H", "H", "H", "H", "C", "C", "C", "C", "C", "C", "P", "C", "C", "C", "C", "C", "C", "C", "C", "C", "C", "C", "C", "H", "H", "H", "H", "H", "H", "H", "H", "H", "H", "H", "H", "H", "H", "H"], "positions_angstrom": [[-0.4309, 0.4520, 0.5408], [-1.7064, 3.1631, -1.4177], [-1.4245, 2.6354, -0.0410], [-0.1834, 2.8538, 0.5748], [0.0907, 2.4187, 1.8884], [1.4086, 2.7264, 2.5336], [-0.9080, 1.7188, 2.5787], [-2.1542, 1.4586, 1.9909], [-3.2553, 0.8219, 2.7808], [-2.3728, 1.8772, 0.6628], [-1.0081, 2.7586, -2.1527], [-1.5943, 4.2476, -1.4266], [-2.7182, 2.9205, -1.7345], [0.5862, 3.3937, 0.0343], [2.1948, 2.8565, 1.7919], [1.7031, 1.9476, 3.2362], [1.3256, 3.6586, 3.0961], [-0.7225, 1.3872, 3.5939], [-3.9176, 0.2275, 2.1546], [-3.8542, 1.6171, 3.2315], [-2.8663, 0.2027, 3.5878], [-3.3217, 1.6449, 0.1937], [2.3884, 0.7764, -0.9445], [1.6876, 0.4043, 0.2560], [2.4081, -0.5302, 1.0922], [2.6125, -1.8410, 0.3626], [1.4018, -2.1239, -0.2908], [1.4660, -3.3448, -1.0228], [3.3868, 1.1281, -0.6831], [1.8259, 1.5892, -1.3997], [2.4387, -0.0702, -1.6279], [1.7808, -0.6707, 1.9771], [3.3419, -0.0535, 1.3947], [2.8726, -2.6174, 1.0925], [3.4395, -1.7772, -0.3540], [2.2810, -3.3146, -1.7513], [0.5199, -3.4537, -1.5456], [1.6119, -4.1926, -0.3489], [-6.4906, -1.5131, 0.7587], [-5.7219, -2.2709, 1.6293], [-4.3479, -2.3592, 1.4501], [-3.7456, -1.6846, 0.3909], [-4.5233, -0.9346, -0.4941], [-5.8932, -0.8510, -0.3077], [-1.9536, -1.6579, 0.2109], [-1.6385, -1.7880, -1.5657], [-0.8851, -0.7680, -2.1399], [-0.5831, -0.7573, -3.4950], [-1.0480, -1.7887, -4.2980], [-1.8281, -2.7987, -3.7488], [-2.1295, -2.7958, -2.3968], [-1.2904, -3.0762, 1.1094], [-0.6349, -2.8194, 2.3115], [-0.1066, -3.8573, 3.0641], [-0.2345, -5.1650, 2.6171], [-0.8995, -5.4321, 1.4271], [-1.4305, -4.3941, 0.6775], [-7.5608, -1.4479, 0.9015], [-6.1924, -2.8010, 2.4463], [-3.7521, -2.9540, 2.1309], [-4.0643, -0.4417, -1.3447], [-6.4982, -0.2824, -1.0012], [-0.5432, 0.1283, -1.5909], [-0.0012, 0.0502, -3.9189], [-0.8214, -1.7949, -5.3554], [-2.2124, -3.5862, -4.3829], [-2.7686, -3.5720, -1.9961], [-0.5480, -1.8002, 2.6834], [0.3922, -3.6475, 4.0012], [0.1729, -5.9785, 3.2019], [-1.0112, -6.4528, 1.0870], [-1.9541, -4.6227, -0.2410]], "forces_ev_per_angstrom": [[0.3, -0.4, 0.1], [0.0, 0.0, 0.0], [0.0, -0.1, 0.1], [0.0, 0.1, 0.0], [0.0, 0.0, 0.0], [0.0, 0.0, 0.0], [0.0, 0.0, 0.1], [0.0, 0.1, 0.1], [0.0, 0.0, 0.0], [-0.1, 0.1, 0.0], [0.0, 0.0, 0.0], [0.0, 0.0, 0.0], [0.0, 0.0, 0.0], [0.0, 0.0, 0.0], [0.0, 0.0, 0.0], [0.0, 0.0, 0.0], [0.0, 0.0, 0.0], [0.0, 0.0, 0.0], [0.0, 0.0, 0.0], [0.0, 0.0, 0.0], [0.0, 0.0, 0.0], [0.0, 0.0, 0.0], [0.0, 0.0, 0.0], [-0.2, 0.1, 0.0], [-0.1, 0.1, -0.1], [0.1, 0.0, 0.1], [0.0, 0.0, 0.0], [-0.1, 0.0, 0.0], [0.0, 0.0, 0.0], [0.0, 0.0, 0.0], [0.0, 0.0, 0.0], [0.0, 0.0, 0.0], [0.1, -0.2, 0.0], [0.0, 0.0, 0.0], [0.0, 0.0, 0.0], [0.0, 0.0, 0.0], [0.0, 0.0, 0.0], [0.0, 0.0, 0.0], [0.0, 0.0, 0.0], [0.0, 0.0, 0.0], [0.0, 0.0, 0.0], [-0.1, -0.1, 0.0], [0.0, 0.0, 0.0], [0.0, 0.0, 0.0], [0.3, 0.3, 0.0], [-0.1, 0.0, 0.0], [0.1, 0.3, -0.2], [0.0, -0.1, 0.1], [0.0, 0.0, 0.0], [0.0, 0.0, 0.0], [0.0, 0.0, 0.1], [-0.1, -0.1, 0.0], [0.1, 0.0, 0.0], [0.0, 0.0, 0.0], [0.0, 0.0, 0.0], [0.0, 0.0, 0.0], [0.0, 0.0, 0.0], [0.0, 0.0, 0.0], [0.0, 0.0, 0.0], [0.0, 0.0, 0.0], [0.0, 0.0, 0.0], [0.0, 0.0, 0.0], [-0.1, -0.3, -0.1], [0.0, 0.0, 0.0], [0.0, 0.0, 0.0], [0.0, 0.0, 0.0], [0.0, 0.0, 0.0], [0.0, 0.0, 0.0], [0.0, 0.0, 0.0], [0.0, 0.0, 0.0], [0.0, 0.0, 0.0], [0.0, 0.0, 0.0]], "lowdin_charge": [0.837, 0.003, -0.280, -0.038, -0.287, -0.002, -0.029, -0.292, 0.004, -0.046, 0.091, 0.109, 0.097, 0.149, 0.093, 0.096, 0.113, 0.149, 0.068, 0.116, 0.100, 0.136, -0.013, -0.346, -0.124, -0.196, -0.227, -0.048, 0.118, 0.098, 0.104, 0.127, 0.148, 0.148, 0.138, 0.106, 0.079, 0.102, -0.049, -0.052, -0.083, -0.374, -0.104, -0.055, 1.080, -0.374, -0.130, -0.049, -0.038, -0.038, -0.067, -0.381, -0.115, -0.057, -0.046, -0.047, -0.072, 0.118, 0.118, 0.111, 0.109, 0.116, 0.059, 0.117, 0.121, 0.122, 0.114, 0.088, 0.115, 0.119, 0.120, 0.104]}

=====

Entry 2:
{"formula": "C31H38BF4N2P2Si2Ti", "method": "wB97M-V/def2-TZVPD", "e_tot_ha": -3849.54527, "lumo_ev": [0.4, 0.5], "de_lowest_kcal_mol": 1.3, "s_squared": 0.75, "homo_lumo_gap_ev": [8.103, 8.794], "multiplicity": 2, "largest_force_ev_per_a": 0.23, "symbols": ["Ti", "C", "Si", "C", "C", "N", "P", "C", "P", "N", "Si", "C", "C", "C", "C", "C", "C", "C", "C", "C", "C", "C", "C", "C", "C", "C", "C", "C", "C", "C", "C", "C", "C", "C", "C", "C", "C", "C", "H", "H", "H", "H", "H", "H", "H", "H", "H", "H", "H", "H", "H", "H", "H", "H", "H", "H", "H", "H", "H", "H", "H", "H", "H", "H", "H", "H", "H", "H", "H", "H", "H", "H", "H", "H", "H", "H", "F", "B", "F", "F", "F"], "positions_angstrom": [[1.5682, 0.6176, -0.7212], [-0.1039, 3.3028, -3.5190], [-0.3462, 1.4504, -3.4542], [-2.0452, 1.0562, -4.1375], [0.9310, 0.5808, -4.5101], [-0.1463, 0.8554, -1.8276], [-1.0191, 1.0511, -0.4519], [0.1255, 0.9000, 0.7861], [0.6678, -0.5657, 1.4122], [1.6475, -1.1555, 0.2286], [2.8078, -2.4293, -0.0026], [2.6675, -3.7892, 1.2722], [4.5251, -1.6902, 0.0568], [2.4901, -3.1189, -1.7142], [1.6298, -0.3043, 2.9224], [2.1483, 0.9661, 3.1631], [2.9781, 1.1828, 4.2528], [3.2872, 0.1365, 5.1107], [2.7621, -1.1278, 4.8822], [1.9368, -1.3492, 3.7895], [-0.5806, -1.7891, 1.8669], [-1.2625, -1.6517, 3.0745], [-2.2501, -2.5593, 3.4211], [-2.5678, -3.6012, 2.5596], [-1.9019, -3.7318, 1.3502], [-0.9078, -2.8276, 1.0033], [-1.7937, 2.6857, -0.4398], [-3.0576, 2.9103, -0.9754], [-3.5486, 4.2048, -1.0824], [-2.7773, 5.2761, -0.6574], [-1.5166, 5.0560, -0.1158], [-1.0265, 3.7655, -0.0048], [-2.4016, -0.1153, -0.4221], [-2.5474, -1.0628, -1.4281], [-3.5986, -1.9692, -1.3870], [-4.4959, -1.9407, -0.3310], [-4.3413, -1.0094, 0.6893], [-3.2998, -0.0982, 0.6433], [-0.0922, 3.6632, -4.5507], [0.8431, 3.5842, -3.0527], [-0.9051, 3.8277, -2.9928], [-2.1746, 1.5488, -5.1046], [-2.8416, 1.4108, -3.4804], [-2.1894, -0.0150, -4.2916], [0.7914, 0.8671, -5.5561], [0.8030, -0.5034, -4.4461], [1.9571, 0.8240, -4.2346], [3.0811, -3.4831, 2.2339], [3.2395, -4.6565, 0.9314], [1.6354, -4.1126, 1.4226], [4.7133, -1.2298, 1.0297], [4.6587, -0.9155, -0.7038], [5.2920, -2.4501, -0.1125], [1.4947, -3.5633, -1.7884], [3.2206, -3.8832, -1.9880], [2.5516, -2.3239, -2.4636], [1.8913, 1.7771, 2.4936], [3.3806, 2.1714, 4.4309], [3.9334, 0.3074, 5.9622], [2.9927, -1.9428, 5.5562], [1.5211, -2.3356, 3.6225], [-1.0121, -0.8386, 3.7459], [-2.7709, -2.4555, 4.3643], [-3.3396, -4.3099, 2.8316], [-2.1557, -4.5368, 0.6724], [-0.3854, -2.9233, 0.0587], [-3.6636, 2.0755, -1.3065], [-4.5333, 4.3748, -1.4984], [-3.1597, 6.2849, -0.7459], [-0.9106, 5.8885, 0.2170], [-0.0446, 3.5838, 0.4159], [-1.8306, -1.0897, -2.2380], [-3.7125, -2.6982, -2.1794], [-5.3142, -2.6488, -0.2945], [-5.0336, -0.9955, 1.5213], [-3.1799, 0.6318, 1.4365], [2.7997, 1.7780, -2.0697], [3.3824, 2.6854, -1.0497], [2.6409, 3.8210, -0.9945], [3.0832, 1.8675, 0.1436], [4.7060, 2.8263, -1.2505]], "forces_ev_per_angstrom": [[-0.1, 0.2, 0.0], [0.0, 0.0, 0.0], [0.1, 0.1, 0.0], [0.0, -0.1, 0.0], [-0.1, 0.0, -0.1], [0.0, 0.0, 0.2], [0.1, 0.0, -0.2], [0.0, 0.1, -0.1], [0.1, -0.1, 0.0], [0.1, 0.0, 0.0], [0.1, 0.0, 0.0], [0.0, 0.0, 0.0], [0.0, 0.0, 0.0], [0.0, 0.0, 0.0], [0.0, 0.1, -0.1], [0.0, 0.0, 0.0], [0.0, 0.0, 0.0], [0.0, 0.0, 0.0], [0.0, 0.0, 0.0], [0.0, 0.0, 0.0], [0.0, 0.0, 0.0], [0.0, 0.0, 0.0], [0.0, 0.0, 0.0], [0.0, 0.0, 0.0], [0.0, 0.0, 0.0], [0.0, 0.0, 0.0], [0.1, 0.0, 0.0], [0.0, 0.0, 0.0], [0.0, 0.0, 0.0], [0.0, 0.0, 0.0], [0.0, 0.0, 0.0], [0.0, 0.0, 0.0], [0.0, 0.0, 0.0], [0.0, 0.0, 0.0], [0.0, 0.0, 0.0], [0.0, 0.0, 0.0], [0.0, 0.0, 0.0], [0.0, 0.0, 0.0], [0.0, 0.0, 0.0], [0.0, 0.0, 0.0], [0.0, 0.0, 0.0], [0.0, 0.0, 0.0], [0.0, 0.0, 0.0], [0.0, 0.0, 0.0], [0.0, 0.0, 0.0], [0.0, 0.0, 0.0], [0.0, 0.0, 0.0], [0.0, 0.0, 0.0], [0.0, 0.0, 0.0], [0.0, 0.0, 0.0], [0.0, 0.0, 0.0], [0.0, 0.0, 0.0], [0.0, 0.0, 0.0], [0.0, 0.0, 0.0], [0.0, 0.0, 0.0], [0.0, 0.0, 0.0], [0.0, 0.0, 0.0], [0.0, 0.0, 0.0], [0.0, 0.0, 0.0], [0.0, 0.0, 0.0], [0.0, 0.0, 0.0], [0.0, 0.0, 0.0], [0.0, 0.0, 0.0], [0.0, 0.0, 0.0], [0.0, 0.0, 0.0], [0.0, 0.0, 0.0], [0.0, 0.0, 0.0], [0.0, 0.0, 0.0], [0.0, 0.0, 0.0], [0.0, 0.0, 0.0], [0.0, 0.0, 0.0], [0.0, 0.0, 0.0], [0.0, 0.0, 0.0], [0.0, 0.0, 0.0], [0.0, 0.0, 0.0], [0.0, 0.0, 0.0], [-0.1, 0.0, 0.2], [0.0, -0.1, -0.1], [0.0, 0.1, 0.0], [-0.1, 0.0, -0.2], [0.0, 0.0, 0.1]], "lowdin_charge": [0.947, -0.148, 0.352, -0.170, -0.169, -0.331, 0.692, -0.449, 0.694, -0.331, 0.341, -0.163, -0.165, -0.171, -0.280, -0.072, -0.068, -0.081, -0.077, -0.094, -0.292, -0.084, -0.076, -0.081, -0.076, -0.090, -0.288, -0.090, -0.078, -0.082, -0.071, -0.076, -0.298, -0.088, -0.076, -0.084, -0.077, -0.084, 0.036, 0.027, 0.021, 0.035, 0.016, 0.024, 0.034, 0.028, 0.019, 0.020, 0.036, 0.022, 0.035, 0.030, 0.034, 0.025, 0.033, 0.024, 0.091, 0.107, 0.103, 0.104, 0.101, 0.116, 0.105, 0.105, 0.109, 0.099, 0.101, 0.104, 0.103, 0.107, 0.100, 0.089, 0.106, 0.105, 0.107, 0.120, 0.000, -1.174, 0.194, 0.017, 0.217]}

=====

Entry 3:
{"formula": "C31H38GeN7O4STl", "method": "wB97M-V/def2-TZVPD", "e_tot_ha": -4535.52506, "total_charge": 2, "lumo_ev": -5.3, "de_lowest_kcal_mol": 57.0, "homo_lumo_gap_ev": 7.275, "multiplicity": 1, "largest_force_ev_per_a": 0.94, "symbols": ["Tl", "O", "C", "O", "C", "C", "C", "C", "C", "N", "C", "O", "O", "H", "H", "H", "H", "H", "N", "C", "C", "N", "H", "H", "H", "H", "H", "H", "H", "H", "C", "N", "C", "C", "N", "C", "H", "H", "H", "H", "H", "H", "C", "C", "C", "C", "N", "C", "S", "N", "C", "H", "H", "H", "H", "H", "H", "H", "H", "Ge", "C", "C", "C", "C", "C", "C", "C", "C", "C", "C", "C", "C", "H", "H", "H", "H", "H", "H", "H", "H", "H", "H", "H"], "positions_angstrom": [[-0.4003, -0.1507, 0.5759], [-3.6518, -0.3403, -3.9765], [-2.7438, 0.1072, -3.1194], [-3.0189, 0.6238, -2.0648], [-1.3389, -0.0948, -3.6137], [-1.0836, -0.7491, -4.8147], [0.2324, -0.9331, -5.1927], [1.2416, -0.5023, -4.3489], [0.8929, 0.1306, -3.1580], [-0.3736, 0.3560, -2.8176], [1.9299, 0.5825, -2.1694], [3.1608, 0.1459, -2.3145], [1.7210, 1.3285, -1.2238], [-4.5417, -0.1943, -3.6265], [-1.8994, -1.0976, -5.4305], [0.4727, -1.4137, -6.1307], [2.2724, -0.6355, -4.6529], [3.2835, -0.4738, -3.0426], [0.6545, 0.2224, 3.1442], [-0.3913, 0.6387, 4.0848], [-1.6037, -0.2781, 3.9534], [-2.2180, -0.1411, 2.6315], [1.0375, -0.6753, 3.4233], [1.4191, 0.8875, 3.1412], [-0.6823, 1.6629, 3.8352], [-0.0491, 0.6270, 5.1247], [-2.3000, -0.0495, 4.7670], [-1.2675, -1.3129, 4.0596], [-2.7654, 0.7102, 2.5779], [-2.8117, -0.9339, 2.4141], [3.9535, -4.4929, -0.2299], [3.4082, -3.1855, 0.0865], [4.0744, -2.1386, 0.6673], [3.1667, -1.1270, 0.7776], [1.9555, -1.5356, 0.2794], [2.1395, -2.7762, -0.1278], [4.9575, -4.5736, 0.1762], [4.0006, -4.6374, -1.3087], [3.3320, -5.2752, 0.2019], [5.1075, -2.2016, 0.9612], [3.3064, -0.1306, 1.1622], [1.3800, -3.3949, -0.5777], [-2.5439, -7.4949, 1.2047], [-2.6286, -6.0324, 1.4660], [-3.1912, -5.4742, 2.5798], [-3.1842, -4.0724, 2.7018], [-2.6143, -3.2859, 1.7969], [-2.0554, -3.8249, 0.7048], [-1.3235, -2.9307, -0.5173], [-2.0946, -5.1930, 0.5497], [-3.8239, -3.4123, 3.8778], [-3.1811, -8.0482, 1.8882], [-1.5163, -7.8368, 1.3453], [-2.8334, -7.7305, 0.1801], [-3.6372, -6.0970, 3.3395], [-1.7010, -5.5659, -0.3033], [-4.4225, -4.1169, 4.4493], [-4.4521, -2.5875, 3.5432], [-3.0524, -3.0007, 4.5305], [0.4151, 3.0227, -0.4976], [-0.3386, 3.4274, 1.2672], [0.5695, 3.8934, 2.2177], [0.1180, 4.5852, 3.3301], [-1.2414, 4.8127, 3.4987], [-2.1504, 4.3170, 2.5727], [-1.7052, 3.6206, 1.4594], [-0.6068, 3.3394, -2.1144], [-1.9816, 3.1242, -2.1753], [-2.6963, 3.5838, -3.2693], [-2.0416, 4.2603, -4.2914], [-0.6676, 4.4508, -4.2433], [0.0562, 3.9867, -3.1558], [1.8008, 3.6732, -0.5476], [1.6325, 3.7365, 2.0724], [0.8253, 4.9686, 4.0531], [-1.5924, 5.3798, 4.3501], [-3.2083, 4.5024, 2.7030], [-2.4244, 3.2539, 0.7382], [-2.4810, 2.5938, -1.3770], [-3.7673, 3.4356, -3.3139], [-2.6078, 4.6490, -5.1271], [-0.1623, 4.9747, -5.0432], [1.1279, 4.1428, -3.1030]], "forces_ev_per_angstrom": [[-0.2, 0.1, -0.1], [0.0, -0.2, -0.5], [-0.2, 0.4, 0.8], [0.1, -0.6, -0.3], [0.3, 0.0, 0.1], [0.0, 0.0, 0.0], [0.1, -0.1, -0.1], [0.1, 0.1, 0.1], [-0.3, 0.0, -0.2], [0.1, -0.3, 0.3], [-0.2, 0.0, -0.1], [0.3, 0.1, 0.1], [-0.4, 0.1, 0.2], [0.0, 0.1, 0.2], [0.0, 0.0, 0.0], [0.0, 0.0, 0.0], [0.0, 0.0, 0.0], [-0.1, -0.1, 0.0], [0.0, -0.1, -0.1], [-0.1, -0.1, 0.0], [0.2, 0.2, 0.0], [0.1, -0.1, 0.0], [0.1, 0.0, 0.0], [0.0, 0.0, 0.0], [0.0, 0.0, 0.0], [0.0, 0.1, 0.0], [0.0, -0.1, 0.0], [-0.1, 0.0, 0.1], [-0.1, 0.0, 0.0], [0.0, 0.0, 0.0], [0.0, -0.2, -0.2], [-0.1, 0.1, 0.0], [0.0, 0.2, 0.1], [0.0, 0.0, 0.0], [-0.1, -0.2, 0.0], [0.0, 0.1, 0.0], [0.0, 0.0, 0.0], [0.0, 0.0, 0.0], [0.0, 0.0, 0.0], [0.0, 0.0, 0.0], [0.1, 0.0, 0.0], [0.0, -0.1, 0.0], [0.1, -0.1, -0.1], [-0.1, 0.0, 0.1], [0.0, 0.1, 0.0], [0.1, -0.2, -0.2], [-0.1, 0.1, 0.2], [0.0, -0.1, -0.2], [0.1, 0.2, -0.1], [-0.1, 0.1, 0.3], [0.0, 0.0, 0.0], [0.0, 0.0, 0.0], [0.0, 0.0, 0.0], [0.0, 0.0, 0.0], [0.0, 0.0, 0.0], [0.0, 0.1, 0.0], [0.0, 0.0, 0.0], [0.0, 0.0, 0.0], [0.0, 0.0, 0.0], [0.0, 0.5, -0.6], [0.3, -0.4, -0.6], [0.1, -0.1, -0.1], [0.0, 0.0, 0.1], [0.1, -0.1, 0.0], [-0.1, 0.0, 0.0], [-0.1, -0.1, 0.0], [0.2, -0.1, 0.7], [0.1, 0.3, 0.2], [0.0, 0.0, 0.0], [0.0, -0.1, 0.0], [0.1, 0.0, -0.1], [0.0, 0.0, 0.1], [-0.1, -0.1, 0.1], [0.0, 0.1, 0.0], [0.0, 0.0, 0.0], [0.0, 0.0, 0.0], [0.0, 0.0, 0.0], [0.0, 0.1, 0.0], [0.0, 0.2, -0.1], [0.0, 0.0, 0.0], [0.0, 0.0, 0.0], [0.0, 0.0, 0.0], [0.0, 0.1, -0.1]], "lowdin_charge": [0.750, 0.144, -0.463, 0.079, -0.148, 0.050, -0.002, 0.028, -0.165, 0.197, -0.429, 0.184, -0.105, 0.149, 0.132, 0.128, 0.123, 0.120, -0.044, -0.255, -0.264, -0.056, 0.082, 0.074, 0.100, 0.121, 0.120, 0.107, 0.078, 0.037, -0.001, -0.123, -0.049, -0.152, -0.038, -0.188, 0.097, 0.096, 0.096, 0.127, 0.105, 0.077, 0.008, -0.248, 0.041, -0.279, 0.103, -0.794, 0.573, 0.107, -0.007, 0.096, 0.105, 0.100, 0.129, 0.144, 0.089, 0.094, 0.087, 1.139, -0.358, -0.135, -0.062, -0.050, -0.060, -0.109, -0.328, -0.129, -0.058, -0.051, -0.063, -0.113, 0.029, 0.102, 0.117, 0.118, 0.116, 0.098, 0.079, 0.117, 0.115, 0.114, 0.102]}